[1]
Here is 2 unconnected molecules or ions with the total composition CH2NO2PS in a non-equilibrium geometry from the OMol25 dataset. Energies are from ωB97M-V/def2-TZVPD.

Positions of all 8 atoms, in Å:
1 N 1.18 0.70 -2.40
2 C 0.45 0.12 -1.67
3 O -0.31 -0.55 -1.11
4 H 1.77 1.50 -2.36
5 O 0.27 0.65 1.56
6 P 0.19 -0.78 1.26
7 S -1.67 -1.41 2.08
8 H -1.89 -0.22 2.64

total charge	0
molecular weight	123.07	g mol⁻¹
SMILES	N=C=O.O=PS
highest occupied orbital energy	-9.4	eV
DFT total energy	-26778.7723	eV
gap between HOMO and LUMO	9.48	eV
LUMO	0.086	eV
relative energy (zero: lowest compared OMol25 entry of this formula, charge and spin)	0.0	kcal/mol

Formally, the natural (NBO) partial charges of the atoms, in units of the elementary charge, are as follows: N -0.73; C 0.88; O -0.55; H 0.44; O -1.05; P 1.24; S -0.39; H 0.16

=====

[2]
Here is a molecular structure, C2H4LiOTl in a non-equilibrium geometry from the OMol25 dataset. Energies are from ωB97M-V/def2-TZVPD.

Positions of all 9 atoms, in Å:
1 O 0.11 -0.11 0.52
2 Li 1.81 -1.04 0.43
3 C -0.92 0.40 1.02
4 C -2.25 0.07 0.45
5 H -0.87 1.09 1.87
6 H -2.08 -0.50 -0.54
7 H -2.89 -0.37 1.22
8 H -2.85 0.87 0.02
9 Tl -0.52 -1.42 -1.53

total charge	0
molecular weight	255.38	g mol⁻¹
highest occupied orbital energy (spin up / spin down)	-4.8 / -4.8	eV
DFT total energy	-9081.5151	eV
gap between HOMO and LUMO (spin up / spin down)	4.39 / 4.52	eV
LUMO (spin up / spin down)	-0.434 / -0.309	eV
relative energy (zero: lowest compared OMol25 entry of this formula, charge and spin)	18.1	kcal/mol

These are the natural (NBO) partial charges, in e, on atoms 1 to 8: O -0.94; Li 0.70; C 0.10; C -0.68; H 0.12; H 0.12; H 0.22; H 0.21

=====

[3]
Here is 2 unconnected molecules or ions with the total composition C4H9NO in a non-equilibrium geometry from the OMol25 dataset. Energies are from ωB97M-V/def2-TZVPD.

Positions of all 15 atoms, in Å:
1 C -2.18 2.28 2.09
2 C -1.60 1.05 1.96
3 N -0.26 0.89 1.46
4 H -1.93 2.85 1.20
5 H -2.12 2.80 3.03
6 H -2.15 0.02 2.25
7 H 0.38 1.67 1.52
8 H 0.01 -0.08 1.65
9 C 2.21 -2.22 -2.75
10 C 1.39 -1.37 -2.02
11 O 0.35 -1.71 -1.28
12 H 2.85 -1.82 -3.49
13 H 1.62 -3.11 -2.98
14 H 1.34 -0.22 -2.10
15 H 0.09 -1.04 -0.53

total charge	0
molecular weight	87.12	g mol⁻¹
SMILES	C=CN.C=CO
highest occupied orbital energy	-7.9	eV
DFT total energy	-7826.5835	eV
gap between HOMO and LUMO	8.22	eV
LUMO	0.364	eV
relative energy (zero: lowest compared OMol25 entry of this formula, charge and spin)	132.3	kcal/mol

These are the natural (NBO) partial charges, in e, on atoms 1 to 8: C -0.68; C 0.13; N -0.85; H 0.19; H 0.24; H 0.18; H 0.41; H 0.39

=====

[4]
Here is 2 unconnected molecules or ions with the total composition C3H10N3O in a non-equilibrium geometry from the OMol25 dataset. Energies are from ωB97M-V/def2-TZVPD.

Positions of all 17 atoms, in Å:
1 C -2.01 -0.44 -0.21
2 C 0.69 0.74 0.77
3 C 1.44 -0.31 -0.04
4 N -3.24 0.11 -0.21
5 N 2.51 0.16 -0.66
6 N 1.00 -1.52 -0.03
7 O -1.57 -1.12 0.75
8 H 0.38 1.72 0.26
9 H 1.48 0.98 1.51
10 H -0.10 0.35 1.38
11 H -3.63 0.72 -0.97
12 H -3.56 0.33 0.65
13 H 2.99 -0.27 -1.46
14 H 2.41 1.18 -0.89
15 H -1.42 -0.29 -1.12
16 H 1.37 -2.39 -0.18
17 H 0.14 -1.67 0.44

total charge	+1
molecular weight	104.13	g mol⁻¹
highest occupied orbital energy	-14.3	eV
DFT total energy	-9784.8497	eV
gap between HOMO and LUMO	11.10	eV
LUMO	-3.226	eV
relative energy (zero: lowest compared OMol25 entry of this formula, charge and spin)	33.4	kcal/mol

These are the natural (NBO) partial charges, in e, on atoms 1 to 8: C 0.53; C -0.71; C 0.58; N -0.77; N -0.74; N -0.71; O -0.66; H 0.26

=====

[5]
Here is C6H11BO5 in the gas phase in a non-equilibrium geometry from the OMol25 dataset. Energies are from ωB97M-V/def2-TZVPD.

Positions of all 23 atoms, in Å:
1 C 0.22 -2.22 0.53
2 C -0.45 -0.99 -0.10
3 C -1.52 -0.34 0.82
4 O -1.62 1.08 0.58
5 C -0.43 1.44 0.07
6 C -0.58 2.46 -0.93
7 O 0.49 1.93 1.16
8 B 1.57 1.08 1.35
9 O 2.56 1.14 2.19
10 O 1.69 0.28 0.25
11 C 0.47 0.21 -0.44
12 O 0.75 0.15 -1.75
13 H 1.02 -1.91 1.29
14 H 0.90 -2.96 -0.09
15 H -0.62 -2.85 0.84
16 H -0.92 -1.13 -1.14
17 H -2.51 -0.78 0.78
18 H -1.26 -0.57 1.93
19 H -0.81 1.95 -1.88
20 H 0.30 3.10 -1.00
21 H -1.48 3.13 -0.72
22 H 2.61 1.98 2.70
23 H 1.45 -0.47 -1.96

total charge	0
molecular weight	173.96	g mol⁻¹
SMILES	C[C@H]1CO[C@@]2(C)OB(O)O[C@@]12O
highest occupied orbital energy	-10.0	eV
DFT total energy	-17316.9190	eV
gap between HOMO and LUMO	10.52	eV
LUMO	0.556	eV
relative energy (zero: lowest compared OMol25 entry of this formula, charge and spin)	30.4	kcal/mol

These are the natural (NBO) partial charges, in e, on atoms 1 to 8: C -0.64; C -0.31; C -0.08; O -0.48; C 0.49; C -0.65; O -0.75; B 1.23

=====

[6]
Here is a molecular structure, C4H7NSi in a non-equilibrium geometry from the OMol25 dataset. Energies are from ωB97M-V/def2-TZVPD.

Positions of all 13 atoms, in Å:
1 C -0.81 -0.29 -1.97
2 C -1.29 0.82 -1.25
3 C 0.44 -0.19 -1.24
4 C -0.06 1.02 -0.60
5 N 1.45 -1.03 -1.37
6 Si 0.23 -0.30 2.54
7 H -1.16 -0.92 -2.71
8 H -2.25 1.16 -1.26
9 H 0.49 1.84 -0.20
10 H 2.27 -0.81 -0.81
11 H 1.65 -0.47 2.79
12 H -0.66 -1.41 2.43
13 H -0.29 0.57 3.65

total charge	0
molecular weight	97.19	g mol⁻¹
highest occupied orbital energy (spin up / spin down)	-8.1 / -7.9	eV
DFT total energy	-13622.9207	eV
gap between HOMO and LUMO (spin up / spin down)	7.31 / 7.59	eV
LUMO (spin up / spin down)	-0.765 / -0.271	eV
relative energy (zero: lowest compared OMol25 entry of this formula, charge and spin)	78.9	kcal/mol

These are the natural (NBO) partial charges, in e, on atoms 1 to 8: C -0.19; C -0.15; C 0.22; C -0.25; N -0.63; Si 0.53; H 0.21; H 0.21